Record 1
{"formula": "C10H27NO6", "method": "wB97M-V/def2-TZVPD", "elements": ["C", "C", "O", "O", "H", "H", "H", "H", "H", "H", "C", "C", "O", "O", "H", "H", "H", "H", "H", "H", "C", "O", "C", "C", "N", "C", "C", "O", "C", "H", "H", "H", "H", "H", "H", "H", "H", "H", "H", "H", "H", "H", "H", "H"], "coordinates": [[2.3912, 1.9174, 6.1724], [1.5078, 0.6869, 6.1091], [0.9385, 0.5773, 4.7927], [3.4195, 1.8611, 5.1662], [2.7776, 2.0583, 7.1765], [1.7964, 2.7814, 5.8601], [0.7070, 0.8582, 6.8375], [2.0587, -0.2428, 6.2793], [0.0679, 0.1845, 4.8886], [2.9484, 1.9081, 4.3307], [1.7451, 0.0925, 1.1706], [0.4292, -0.6641, 1.4247], [0.6469, -2.0349, 1.7341], [2.6511, -0.2412, 2.2248], [1.6259, 1.1790, 1.1939], [2.2647, -0.1716, 0.2479], [-0.2507, -0.6171, 0.5723], [0.0092, -0.1829, 2.3132], [1.5962, -2.1957, 1.6611], [2.4725, 0.2745, 3.0167], [-4.4261, -2.4886, -4.1436], [-3.2901, -1.7180, -4.5164], [-2.0812, -2.3709, -4.1626], [-0.8789, -1.4766, -4.4223], [-0.8149, -0.3460, -3.5504], [0.4105, 0.3440, -3.3172], [0.2741, 1.5678, -2.4293], [-0.5924, 1.3134, -1.3382], [-0.6098, 2.2643, -0.3006], [-4.5155, -3.3378, -4.8261], [-5.2422, -1.7870, -4.2723], [-4.3434, -2.8980, -3.1352], [-1.9692, -3.3628, -4.6081], [-2.1367, -2.5385, -3.0764], [-0.8862, -1.1432, -5.4642], [-0.0710, -2.1976, -4.2391], [-1.5813, -0.1400, -2.9386], [0.7656, 0.7696, -4.2666], [1.2457, -0.2847, -2.9774], [-0.2300, 2.3116, -3.0663], [1.2048, 2.0387, -2.1125], [-1.4376, 2.9386, -0.5619], [0.3128, 2.7937, -0.0468], [-0.9099, 1.7189, 0.5998]], "atomic_forces_ev_per_a": [[-0.34, -0.04, -1.72], [-0.21, 0.17, -0.15], [0.11, 0.43, 0.14], [0.21, -0.27, 0.86], [0.45, 0.00, -0.12], [-0.36, 0.05, 0.69], [0.10, -0.40, 0.10], [0.05, 0.21, 0.43], [0.01, -0.09, -0.19], [0.08, 0.07, -0.09], [0.17, -0.06, 0.84], [0.52, 0.19, -0.03], [0.21, 0.08, -0.32], [0.62, -0.18, -0.31], [-0.46, -0.07, -0.35], [-0.25, -0.18, -0.06], [-0.03, 0.29, 0.04], [-0.37, -0.04, -0.11], [-0.10, -0.01, 0.26], [-0.40, -0.19, 0.04], [0.64, 0.36, -0.76], [0.28, -0.44, 0.10], [-0.42, 0.85, 0.89], [-0.40, -0.60, 0.09], [-0.28, 0.35, 0.51], [0.91, 0.20, -0.37], [-1.56, 0.76, -0.56], [1.19, -0.86, 0.29], [-1.40, -0.19, 0.06], [-0.26, -0.06, -0.07], [-0.44, -0.32, 0.24], [-0.09, 0.28, 0.23], [-0.06, 0.09, -0.48], [0.23, -0.15, 0.06], [0.20, -0.29, -0.21], [0.53, 0.41, -0.21], [-0.03, -0.20, 0.10], [0.20, -0.08, -0.10], [-0.20, -0.36, 0.25], [0.04, 0.21, 0.10], [0.33, -0.46, 0.06], [0.43, 0.50, 0.42], [0.15, -0.07, -0.59], [-0.01, 0.12, -0.04]], "lumo_ev": 0.5, "smiles": "COCCNCCOC.OCCO.OCCO", "orbital_gap_ev": 8.591}

***

Record 2
{"formula": "C10H28Br2O4", "method": "wB97M-V/def2-TZVPD", "elements": ["Br", "C", "C", "Br", "H", "H", "H", "H", "C", "C", "O", "H", "H", "H", "H", "H", "H", "C", "C", "O", "H", "H", "H", "H", "H", "H", "C", "C", "O", "H", "H", "H", "H", "H", "H", "C", "C", "O", "H", "H", "H", "H", "H", "H"], "coordinates": [[-1.3138, 0.0726, -0.7367], [-0.8180, 1.8275, 0.1077], [-1.9300, 2.4607, 0.8931], [-1.3865, 4.2674, 1.4760], [-0.6247, 2.6557, -0.5741], [0.1209, 1.6904, 0.6441], [-2.1146, 1.9391, 1.8322], [-2.8889, 2.5547, 0.3833], [0.1166, -3.9206, -2.3359], [0.8603, -3.2316, -1.2000], [0.8848, -3.9715, -0.0622], [-0.1022, -3.3016, -3.2060], [-0.7891, -4.3896, -1.9515], [0.6912, -4.7706, -2.7039], [0.3894, -2.2743, -0.9761], [1.8189, -2.9811, -1.6542], [1.6138, -3.6412, 0.4681], [-2.1226, -1.1337, 3.5301], [-1.9120, -2.3496, 2.7100], [-0.5597, -2.6665, 2.4956], [-1.7711, -0.2376, 3.0186], [-1.7553, -1.1812, 4.5553], [-3.1333, -0.7256, 3.5326], [-2.3215, -2.2459, 1.7052], [-2.4569, -3.2118, 3.0943], [-0.3212, -2.2701, 1.6544], [2.6510, -0.6929, 3.3950], [1.7665, -0.0182, 2.4423], [1.3503, -0.7237, 1.2896], [3.6230, -0.8200, 2.9182], [2.1791, -1.6454, 3.6361], [2.7581, -0.1257, 4.3197], [2.2429, 0.8207, 1.9349], [0.8879, 0.4748, 2.8584], [2.1463, -0.9190, 0.7896], [-0.3067, 3.2855, -3.9458], [0.3675, 4.5256, -4.6888], [1.0289, 3.9773, -5.8349], [-1.0789, 2.7888, -4.5331], [-0.7184, 3.6353, -2.9991], [0.4378, 2.5188, -3.7314], [1.0069, 5.0538, -3.9816], [-0.4389, 5.2223, -4.9179], [1.9223, 3.6779, -5.6511]], "atomic_forces_ev_per_a": [[0.18, 1.45, 0.50], [0.08, 0.76, -0.59], [-0.51, -0.66, 1.58], [-0.07, -0.42, -0.28], [0.36, -0.89, -1.18], [-0.40, -0.37, 0.26], [-0.08, 0.01, -0.06], [0.38, 0.07, -0.27], [-0.20, -1.04, 0.41], [-0.70, 1.80, -2.62], [0.60, -1.44, 1.31], [-0.02, 0.28, 0.30], [-0.32, 0.30, -0.06], [0.27, 0.00, -0.01], [-0.19, 0.33, -0.19], [0.67, -0.05, 0.48], [-0.11, -0.18, 0.38], [-0.58, 1.84, 0.03], [-0.66, -0.72, -1.23], [0.49, -0.22, 0.58], [1.34, -0.07, -0.01], [0.11, -0.04, -0.15], [-0.78, -1.06, 0.44], [-0.57, 0.45, -0.01], [0.31, -0.16, 0.44], [0.41, 0.05, 0.01], [0.09, -0.83, 0.40], [-0.64, 2.80, -1.66], [-0.46, -1.46, -0.11], [0.14, -0.32, 0.31], [0.32, -0.23, 0.14], [0.09, 0.07, -0.10], [0.73, 0.67, 0.78], [-0.28, -0.66, 0.35], [0.00, -0.06, -0.20], [0.68, 1.19, -0.12], [-0.74, -2.66, 1.03], [-0.47, 1.10, -0.33], [-0.03, 0.36, -0.14], [-0.21, -0.12, 0.09], [0.18, 0.11, 0.07], [0.42, -0.11, -0.17], [0.25, -0.05, -0.83], [-0.09, 0.16, 0.42]], "lumo_ev": 0.4, "smiles": "BrCCBr.CCO.CCO.CCO.CCO", "orbital_gap_ev": 10.264}

***

Record 3
{"formula": "C10H28Br6O4", "method": "wB97M-V/def2-TZVPD", "elements": ["C", "O", "H", "H", "H", "H", "C", "O", "H", "H", "H", "H", "C", "O", "H", "H", "H", "H", "C", "O", "H", "H", "H", "H", "Br", "C", "C", "Br", "H", "H", "H", "H", "Br", "C", "C", "Br", "H", "H", "H", "H", "Br", "C", "C", "Br", "H", "H", "H", "H"], "coordinates": [[0.0251, 4.4792, -0.0116], [1.2858, 3.8118, -0.1737], [-0.6647, 3.9749, 0.6761], [0.1223, 5.5119, 0.3304], [-0.4422, 4.5229, -0.9946], [1.8419, 3.9093, 0.6090], [0.0400, -3.6591, 1.5732], [1.0802, -3.2659, 2.4175], [-0.9444, -3.6728, 2.0626], [0.0114, -3.0729, 0.6342], [0.2621, -4.6920, 1.2549], [1.1363, -2.3035, 2.4062], [1.3906, 0.3105, 3.8076], [0.9952, -0.3458, 2.6310], [0.8199, 1.2253, 3.9721], [1.2583, -0.3931, 4.6364], [2.4536, 0.5441, 3.7599], [0.9638, 0.3014, 1.9123], [-0.1367, 0.1722, -0.3373], [0.8899, 1.0163, 0.2099], [-1.1636, 0.4691, -0.1259], [0.0673, 0.1154, -1.4122], [0.1826, -0.8169, 0.0238], [0.8642, 1.9334, -0.1391], [-3.1605, -0.8215, -5.2357], [-2.3887, 0.8142, -4.4950], [-2.7925, 1.0383, -3.0268], [-1.9576, 2.6430, -2.3333], [-2.7419, 1.5987, -5.1494], [-1.2992, 0.7530, -4.5217], [-2.4513, 0.1872, -2.4329], [-3.8547, 1.1489, -2.8121], [-1.8712, -1.5805, 4.0251], [-2.5992, -0.4671, 2.6957], [-3.1934, -1.3306, 1.6491], [-4.0910, -0.2295, 0.3904], [-1.8006, 0.1954, 2.3351], [-3.3425, 0.1255, 3.2045], [-3.9380, -1.9840, 2.1033], [-2.4420, -1.9109, 1.1087], [5.1053, -0.2966, -3.8777], [4.5927, -1.4569, -2.4298], [3.2591, -1.0931, -1.8808], [2.9111, -2.2697, -0.4269], [5.3651, -1.3262, -1.6790], [4.6212, -2.4994, -2.7880], [2.4761, -1.2414, -2.6311], [3.2549, -0.0730, -1.5147]], "atomic_forces_ev_per_a": [[-0.01, 0.24, 0.04], [-0.41, 0.03, 0.03], [0.26, -0.19, -0.08], [0.28, -0.03, 0.03], [0.14, -0.09, 0.05], [-0.27, 0.11, -0.04], [-0.01, -0.82, -0.81], [0.27, 0.10, 0.16], [0.15, 0.20, -0.07], [-0.16, -0.03, 0.38], [-0.18, 0.27, 0.13], [-0.05, 0.32, 0.20], [0.38, -0.36, 0.30], [-0.43, -0.24, -0.31], [-0.08, 0.01, 0.18], [-0.17, 0.28, -0.08], [0.17, 0.23, 0.09], [0.21, 0.03, -0.32], [1.93, -0.35, -0.58], [-0.48, 0.60, 0.23], [0.09, -0.05, 0.17], [-0.61, 0.09, -0.14], [-0.85, 0.14, 0.16], [-0.07, -0.46, 0.13], [0.18, 0.18, 0.33], [-0.15, 0.31, 0.75], [-0.16, -0.84, -0.31], [0.07, -0.05, -0.09], [0.05, 0.20, 0.01], [-0.21, -0.17, -0.29], [0.13, 0.26, 0.05], [0.05, 0.03, -0.48], [0.64, -0.78, 1.08], [0.45, 1.08, -0.01], [0.06, -0.77, 0.01], [-0.54, 0.55, -0.83], [-0.25, -0.31, -0.02], [-0.29, 0.25, -0.09], [0.10, -0.06, -0.24], [-0.16, 0.05, 0.17], [-0.02, 0.21, -0.39], [0.74, -0.79, 0.01], [-0.39, 0.33, -0.70], [-0.34, -0.40, 0.72], [0.02, -0.09, 0.05], [-0.02, 0.56, 0.06], [0.11, 0.14, 0.23], [-0.17, 0.06, 0.07]], "lumo_ev": 0.3, "smiles": "BrCCBr.BrCCBr.BrCCBr.CO.CO.CO.CO", "orbital_gap_ev": 9.991}

***

Record 4
{"formula": "C10H28Cl6O4", "method": "wB97M-V/def2-TZVPD", "elements": ["Cl", "C", "C", "Cl", "H", "H", "H", "H", "Cl", "C", "C", "Cl", "H", "H", "H", "H", "Cl", "C", "C", "Cl", "H", "H", "H", "H", "C", "O", "H", "H", "H", "H", "C", "O", "H", "H", "H", "H", "C", "O", "H", "H", "H", "H", "C", "O", "H", "H", "H", "H"], "coordinates": [[8.5966, 13.1015, -35.1717], [8.5333, 11.5031, -34.4032], [9.4480, 11.2585, -33.2905], [11.1495, 11.1202, -33.9412], [8.7359, 10.7742, -35.1879], [7.4954, 11.3037, -34.1367], [9.1573, 10.3377, -32.7848], [9.4196, 12.1397, -32.6495], [6.7943, 14.6614, -39.3708], [8.5185, 14.5335, -38.9612], [8.9721, 15.4383, -37.8216], [9.1100, 17.0729, -38.3478], [9.1083, 14.5199, -39.8777], [8.6552, 13.5313, -38.5550], [9.9740, 15.1429, -37.5101], [8.2094, 15.4025, -37.0437], [14.9539, 13.3758, -38.8101], [15.1361, 12.1071, -37.5728], [16.2830, 12.4533, -36.6497], [15.9276, 13.9814, -35.7500], [15.3744, 11.1740, -38.0833], [14.1634, 11.9733, -37.0996], [17.2319, 12.6237, -37.1583], [16.3653, 11.6493, -35.9183], [10.6030, 11.0736, -37.7168], [11.9593, 11.2843, -37.8852], [10.3916, 10.1621, -37.1578], [10.1567, 11.9409, -37.2302], [10.1845, 11.0674, -38.7233], [12.2886, 10.5098, -38.3470], [11.2103, 15.0909, -32.4498], [10.1364, 15.9564, -32.0003], [11.9826, 15.6406, -32.9877], [11.6344, 14.6957, -31.5267], [10.7423, 14.2777, -33.0046], [10.0072, 16.6935, -32.6017], [11.9700, 14.5059, -35.6630], [12.0867, 14.0341, -36.9938], [12.5113, 15.4456, -35.5531], [10.9268, 14.7506, -35.4634], [12.3513, 13.7178, -35.0137], [12.1628, 13.0771, -36.9922], [11.3350, 18.5851, -34.3525], [10.1974, 18.2138, -33.6303], [11.1562, 18.5061, -35.4248], [11.5686, 19.6373, -34.1898], [12.2248, 17.9742, -34.2007], [9.5509, 18.9217, -33.6813]], "atomic_forces_ev_per_a": [[0.08, 0.18, 0.22], [-1.22, -1.10, -1.72], [1.13, 0.85, 0.32], [-0.57, -0.11, 0.49], [0.07, 0.13, -0.16], [-0.06, 0.32, 0.32], [0.30, 0.11, 0.07], [0.22, -0.36, 0.44], [-0.08, 0.28, -0.06], [0.58, -1.23, 0.77], [-0.36, -1.00, -0.75], [0.07, 1.88, -0.43], [-0.03, 0.67, 0.14], [-0.20, -0.18, -0.04], [-0.21, -0.34, 0.22], [0.35, -0.13, 0.18], [-0.04, 0.00, -0.31], [0.36, 0.07, -0.30], [-0.63, 0.13, 0.37], [0.15, -0.28, 0.06], [-0.02, -0.02, -0.09], [0.26, 0.14, 0.23], [-0.24, -0.14, -0.08], [0.17, 0.13, 0.10], [-1.09, 0.42, -0.56], [1.15, 0.63, 0.62], [-0.18, -0.08, 0.00], [0.14, -0.04, 0.32], [-0.67, -0.48, -0.03], [0.62, -0.44, -0.24], [-1.33, 0.63, 0.97], [0.46, -0.50, 0.27], [-0.07, -0.19, -0.23], [0.22, -0.16, -0.16], [0.52, -0.05, -0.36], [0.21, 0.07, -0.31], [-0.07, -0.33, -0.58], [-0.07, 0.68, -0.30], [0.41, -0.12, 0.01], [-0.16, -0.23, 0.40], [-0.14, 0.43, 0.54], [0.01, -0.35, -0.18], [0.42, 0.84, -1.48], [-0.25, -0.43, 0.57], [-0.18, -0.10, -0.25], [0.32, 0.03, 0.28], [-0.36, -0.16, 0.75], [0.01, -0.07, -0.05]], "lumo_ev": [2.2, 2.2], "total_charge": -1, "spin_multiplicity": 2, "s_squared": 0.75, "orbital_gap_ev": [1.677, 9.514]}

***

Record 5
{"formula": "C10H28IN2O3", "method": "wB97M-V/def2-TZVPD", "elements": ["I", "C", "C", "O", "H", "H", "H", "H", "H", "H", "C", "C", "C", "O", "C", "N", "H", "H", "H", "H", "H", "H", "H", "H", "H", "H", "H", "C", "C", "C", "O", "C", "N", "H", "H", "H", "H", "H", "H", "H", "H", "H", "H", "H"], "coordinates": [[0.2075, 12.6555, 7.8871], [-2.6165, 8.1957, 10.1729], [-2.1698, 9.3144, 9.2579], [-0.9272, 9.8057, 9.7180], [-2.6976, 8.4906, 11.2190], [-1.9586, 7.3285, 10.0961], [-3.6186, 7.8516, 9.8922], [-2.9045, 10.1312, 9.2753], [-2.0720, 8.9743, 8.2197], [-0.6901, 10.6207, 9.2349], [-0.3716, 8.7280, 5.9530], [0.6802, 9.2032, 4.9645], [0.0781, 10.1887, 3.9710], [1.0954, 10.5814, 3.0740], [0.6517, 11.0072, 1.8421], [1.8205, 9.8617, 5.6715], [-0.0719, 7.8205, 6.4878], [-1.3323, 8.4571, 5.4981], [-0.5477, 9.4889, 6.7159], [1.1237, 8.3869, 4.3874], [-0.3093, 11.0495, 4.5303], [-0.7255, 9.7037, 3.4015], [-0.0104, 11.8805, 1.8655], [0.1324, 10.2228, 1.2525], [1.4903, 11.2109, 1.1694], [2.0997, 9.1427, 6.3459], [1.3375, 10.5082, 6.3126], [2.5983, 16.0138, 5.9447], [3.1433, 14.7531, 5.2692], [4.0143, 13.9748, 6.2479], [4.0718, 12.6304, 5.8668], [4.7310, 11.8284, 6.8116], [2.0000, 13.8884, 4.8006], [1.9489, 15.8400, 6.8027], [2.0111, 16.5822, 5.2169], [3.4242, 16.6650, 6.2635], [3.7086, 15.0389, 4.3793], [3.6154, 14.0627, 7.2705], [5.0329, 14.4007, 6.2930], [5.7882, 12.1346, 6.8947], [4.7191, 10.8127, 6.4247], [4.2605, 11.9262, 7.7951], [1.5005, 14.5458, 4.1961], [1.3964, 13.8907, 5.6318]], "atomic_forces_ev_per_a": [[-0.10, 0.01, 0.07], [-0.48, -0.44, -0.21], [0.21, 0.59, 0.24], [0.09, -0.17, 0.14], [0.28, 0.22, -0.03], [0.13, 0.09, 0.08], [0.06, 0.03, -0.14], [-0.09, -0.13, -0.08], [-0.20, -0.15, 0.07], [0.02, -0.06, -0.02], [-0.42, -0.59, 0.18], [0.57, 0.50, -0.01], [0.36, -0.16, 0.09], [0.35, -0.13, 0.08], [-0.33, -0.24, -1.37], [-1.12, -0.75, 0.62], [0.29, 0.11, -0.02], [0.04, 0.22, -0.17], [-0.04, 0.12, -0.14], [-0.22, -0.16, -0.02], [-0.09, 0.10, -0.14], [-0.15, 0.01, 0.14], [0.06, 0.10, 0.18], [-0.31, -0.08, 0.52], [0.27, 0.37, 0.54], [0.39, 0.12, -0.16], [0.52, 0.46, -0.31], [0.56, 0.65, -0.39], [-1.04, -0.56, 0.15], [0.13, -0.10, 0.15], [0.16, -0.10, -0.11], [0.34, 0.43, -0.34], [0.40, 1.58, 0.51], [0.10, -0.42, 0.02], [0.04, 0.04, 0.01], [-0.10, 0.00, 0.07], [0.16, -0.06, 0.05], [-0.23, -0.06, -0.08], [-0.03, 0.09, -0.10], [-0.02, 0.01, 0.14], [-0.25, -0.09, 0.20], [-0.06, -0.27, 0.03], [-0.12, -0.36, -0.21], [-0.10, -0.77, -0.19]], "lumo_ev": 3.3, "total_charge": -1, "orbital_gap_ev": 7.583}

***

The evaluated DFT total energy for the records listed, in turn: -903.2860; -5846.6977; -16142.8025; -3459.8241; -1030.7726 hartree.